The following is a DFT calculation (ωB97M-V with the def2-TZVPD basis set) of a cluster of 3 separate species, CH8NO2 in total in a non-equilibrium geometry.

Geometry as XYZ:
```
12
Properties=species:S:1:pos:R:3
C -0.575 -0.401 1.930
N -1.006 -0.046 0.693
H -1.056 0.033 2.806
H 0.491 -0.488 2.106
H -0.375 0.085 -0.087
H -1.917 0.336 0.550
H -1.291 1.906 -2.339
H -0.251 0.940 -2.708
O -1.018 1.006 -2.130
H 2.662 -0.486 -0.011
H 2.433 -1.776 -0.646
O 1.904 -1.110 -0.164
```

Values from the calculation:
Orbital gap (spin up / spin down) in eV: 6.1 / 10.6
Total charge: 0
Spin multiplicity: 2



The following is a DFT calculation (ωB97M-V with the def2-TZVPD basis set) of a structure of composition C5H5N in a non-equilibrium geometry.

Geometry as XYZ:
```
11
Properties=species:S:1:pos:R:3
C -0.115 1.408 -0.286
C -0.349 0.143 0.625
C 0.915 -0.544 0.208
C 1.600 -1.592 -0.220
C -1.396 -0.788 0.060
H 0.541 0.964 -1.390
H 0.663 1.992 0.151
H -1.150 1.856 -0.704
H -0.719 0.637 1.658
H 2.347 -2.619 0.093
N -2.339 -1.456 -0.196
```

Values from the calculation:
Orbital gap in eV: 10.0
Total charge: 0
Spin multiplicity: 1



The following is a DFT calculation (ωB97M-V with the def2-TZVPD basis set) of an isolated molecule of C5H10N2Si in a non-equilibrium geometry.

Geometry as XYZ:
```
18
Properties=species:S:1:pos:R:3
C -1.490 -1.212 -0.052
Si -0.649 0.299 0.695
C -1.633 1.650 -0.024
N 1.338 0.383 0.111
C 1.839 -0.801 0.006
C 3.215 -0.788 -0.248
C 3.451 0.568 -0.298
N 2.435 1.357 -0.078
H -1.491 -2.067 0.628
H -2.479 -0.816 -0.123
H -1.207 -1.536 -1.047
H -0.727 0.572 2.081
H -1.457 2.585 0.480
H -1.382 1.881 -1.103
H -2.745 1.325 0.138
H 1.245 -1.687 0.145
H 3.923 -1.580 -0.258
H 4.421 1.115 -0.420
```

Values from the calculation:
Orbital gap in eV: 9.3
Total charge: 0
Spin multiplicity: 1



The following is a DFT calculation (ωB97M-V with the def2-TZVPD basis set) of an isolated molecule of C13H15P in a non-equilibrium geometry.

Geometry as XYZ:
```
29
Properties=species:S:1:pos:R:3
C 3.711 0.330 -1.572
C 2.364 0.225 -0.854
C 1.282 0.987 -1.261
C 0.003 0.749 -0.634
C -1.162 1.457 -1.168
C -0.109 -0.420 0.109
P -1.780 -0.837 0.728
C -1.978 -0.156 2.290
C -3.254 0.232 2.571
C -3.979 0.312 1.347
C -3.331 -0.139 0.229
C 0.981 -1.196 0.481
C 0.713 -2.414 1.295
C 2.215 -0.930 -0.081
H 3.706 -0.561 -2.281
H 3.713 1.314 -2.302
H 4.592 0.317 -0.952
H 1.308 1.754 -2.013
H -1.095 1.327 -2.356
H -2.147 1.149 -0.874
H -1.112 2.626 -1.072
H -1.364 -0.151 3.118
H -3.531 0.735 3.471
H -5.015 0.691 1.180
H -3.706 -0.381 -0.803
H -0.420 -2.431 1.519
H 1.151 -3.240 0.823
H 1.299 -2.512 2.280
H 3.046 -1.597 0.140
```

Values from the calculation:
Orbital gap in eV: 8.6
Total charge: 0
Spin multiplicity: 1



The following is a DFT calculation (ωB97M-V with the def2-TZVPD basis set) of an isolated molecule of CCl4FOP in a non-equilibrium geometry.

Geometry as XYZ:
```
8
Properties=species:S:1:pos:R:3
C -0.200 -0.407 0.305
O -2.330 0.369 -1.096
F 0.131 -0.786 1.541
P 1.122 0.472 -0.657
Cl -0.674 -1.786 -0.640
Cl -1.776 0.671 0.289
Cl 2.450 -0.809 -0.106
Cl 1.278 2.276 0.365
```

Values from the calculation:
Orbital gap in eV: 9.6
Total charge: 0
Spin multiplicity: 1



The following is a DFT calculation (ωB97M-V with the def2-TZVPD basis set) of an isolated molecule of C3H6O2S in a non-equilibrium geometry.

Geometry as XYZ:
```
12
Properties=species:S:1:pos:R:3
O -1.781 0.418 -1.915
C -0.762 0.996 -1.625
O 0.022 0.727 -0.622
C -0.469 -0.389 0.129
C 0.347 -0.307 1.389
S 2.105 -0.925 1.216
H -0.188 1.721 -2.258
H -1.530 -0.389 0.387
H -0.340 -1.326 -0.480
H 0.446 0.787 1.630
H -0.085 -0.808 2.194
H 2.237 -0.507 -0.045
```

Values from the calculation:
Orbital gap in eV: 10.1
Total charge: 0
Spin multiplicity: 1



Summary of energy relative to the best compared isomer or geometry (same formula, charge and spin) in kcal per mole
1.9; 143.2; 45.3; 8.6; 119.4; 23.9
(order as listed above)